This record from OMol25 describes a structure of composition C10H13Cl3GeNOSSiSr at a distorted geometry. The level of theory is ωB97M-V with the def2-TZVPD basis set.

Structure (ORCA input):
```
! RIJCOSX wB97M-V def2-TZVPD def2/J DEFGRID3
* xyz 0 2
Sr 0.153 -0.076 -0.137
O 0.236 0.345 2.134
N 1.081 1.372 2.272
C 2.067 1.209 3.182
C 2.987 2.199 3.395
C 2.881 3.376 2.661
C 1.862 3.524 1.752
C 0.933 2.500 1.539
S -0.357 2.674 0.343
H 2.037 0.248 3.669
H 3.782 2.042 4.108
H 3.600 4.172 2.801
H 1.749 4.429 1.174
C 6.453 -1.779 0.165
Si 5.592 -0.125 0.007
C 5.810 0.807 1.624
C 6.442 0.836 -1.353
C 3.817 -0.348 -0.315
C 2.615 -0.500 -0.525
H 7.524 -1.654 0.338
H 6.321 -2.367 -0.745
H 6.035 -2.354 0.994
H 6.867 0.942 1.867
H 5.339 0.259 2.443
H 5.346 1.793 1.559
H 7.515 0.920 -1.171
H 6.028 1.844 -1.431
H 6.298 0.343 -2.317
Cl -3.283 1.483 -0.895
Ge -2.435 0.966 1.031
Cl -2.093 -1.364 0.595
Cl -4.086 0.977 2.360
*
```

Orbital gap (spin up / spin down) = 7.7926 / 6.3611 eV
Calculated total energy = -4694.806751 hartree
Energy above the lowest of the compared OMol25 structures with the same formula, charge and spin = 4.7 kcal per mole
HOMO energy (spin up / spin down) = -8.1757 / -8.7583 eV

This record from OMol25 describes a structure of composition C10H13ClI2N2OPW at a distorted geometry. The level of theory is ωB97M-V with the def2-TZVPD basis set.

Structure (ORCA input):
```
! RIJCOSX wB97M-V def2-TZVPD def2/J DEFGRID3
* xyz 3 3
I 2.103 -2.923 -0.521
I -1.648 -2.830 -0.530
W 0.247 -0.915 -0.292
P 0.062 0.298 -2.274
C -1.578 0.590 -3.007
C 0.823 1.949 -2.366
H 1.978 -0.886 -3.104
H 0.922 -0.281 -4.428
H 0.442 -1.732 -3.498
C 0.943 -0.760 -3.438
H 1.821 1.929 -1.917
H 0.914 2.253 -3.418
H -1.422 0.904 -4.051
H -2.108 1.386 -2.461
H 0.202 2.686 -1.838
H -2.183 -0.327 -2.981
C -1.526 0.076 -0.057
O -2.531 0.629 0.183
Cl 2.099 0.458 0.159
N -0.041 0.380 7.168
C -0.016 0.158 6.018
C 0.023 -0.105 4.602
C 0.077 -1.412 4.125
C 0.145 -1.631 2.756
N 0.079 -0.612 1.872
C -0.010 0.666 2.332
C 0.014 0.948 3.686
H 0.065 -2.260 4.806
H 0.243 -2.642 2.353
H -0.037 1.477 1.601
H 0.013 1.990 4.006
*
```

Orbital gap (spin up / spin down) = 4.9505 / 4.6219 eV
Calculated total energy = -2036.475087 hartree
Energy above the lowest of the compared OMol25 structures with the same formula, charge and spin = 0.0 kcal per mole
HOMO energy (spin up / spin down) = -19.5927 / -19.6057 eV

This record from OMol25 describes a structure of composition C10H13ClMnNO4SeSi. The level of theory is ωB97M-V with the def2-TZVPD basis set.

Structure (ORCA input):
```
! RIJCOSX wB97M-V def2-TZVPD def2/J DEFGRID3
* xyz -1 6
Mn 1.352 -1.327 -0.246
O 4.740 -2.433 1.529
C 3.633 -2.080 1.181
O 3.243 -1.905 -0.046
C 2.518 -1.781 2.261
O 2.779 -1.808 3.445
O 1.349 -1.492 1.759
Cl 2.032 3.603 2.749
C 1.711 2.902 1.198
C 1.463 3.709 0.102
C 1.206 3.101 -1.116
C 1.208 1.718 -1.184
N 1.453 0.956 -0.119
C 1.698 1.524 1.060
H 1.470 4.785 0.207
H 1.000 3.686 -2.001
H 0.985 1.189 -2.103
H 1.860 0.858 1.900
C -2.911 -2.768 -0.359
Si -2.108 -1.192 -0.993
C -1.815 -0.055 0.479
C -3.339 -0.329 -2.128
Se -0.246 -1.687 -2.150
H -3.859 -2.555 0.144
H -2.251 -3.272 0.350
H -3.102 -3.458 -1.183
H -2.746 0.064 1.043
H -1.499 0.939 0.147
H -1.057 -0.438 1.167
H -4.280 -0.131 -1.607
H -3.552 -0.945 -3.004
H -2.935 0.622 -2.480
*
```

Orbital gap (spin up / spin down) = 7.5306 / 7.7429 eV
Calculated total energy = -5046.957587 hartree
HOMO energy (spin up / spin down) = -5.1161 / -5.3879 eV

This record from OMol25 describes a structure of composition C10H13ClO3SW at a distorted geometry. The level of theory is ωB97M-V with the def2-TZVPD basis set.

Structure (ORCA input):
```
! RIJCOSX wB97M-V def2-TZVPD def2/J DEFGRID3
* xyz 2 3
Cl 2.691 -0.535 -4.276
C 2.705 -0.579 0.295
C 1.531 -0.031 0.861
C 1.280 1.241 0.235
H 0.943 -0.431 1.713
C 2.331 1.408 -0.749
C 3.188 0.303 -0.669
H 4.086 0.185 -1.344
H 3.169 -1.527 0.586
H 0.480 1.982 0.462
C 2.434 2.594 -1.703
W 1.102 -0.361 -1.275
C -0.586 0.544 -1.828
O -1.614 1.022 -2.194
C 0.170 -2.071 -0.817
O -0.382 -3.094 -0.639
H 1.448 3.088 -1.860
H 2.809 2.242 -2.699
H 3.141 3.352 -1.308
C -3.175 -0.249 2.929
S -2.125 -0.794 1.579
C -3.246 -1.903 0.726
O -1.948 0.408 0.710
H -3.596 -1.130 3.432
H -3.955 0.398 2.518
H -2.534 0.303 3.621
H -3.832 -1.320 0.013
H -2.631 -2.649 0.211
H -3.884 -2.395 1.470
*
```

Orbital gap (spin up / spin down) = 4.9175 / 3.4399 eV
Calculated total energy = -1539.198303 hartree
Energy above the lowest of the compared OMol25 structures with the same formula, charge and spin = 70.9 kcal per mole
HOMO energy (spin up / spin down) = -15.1446 / -15.3263 eV